{
  "formula": "C3H3FO2",
  "method": "the ωB97M-V functional and the def2-TZVPD basis",
  "orbital_gap_ev": 9.30,
  "lumo_energy_ev": 0.26,
  "smiles": "O=CO/C=C\\F",
  "de_lowest_kj_mol": 234.23,
  "symbols": ["O", "C", "O", "C", "C", "F", "H", "H", "H"],
  "xyz": [[-2.4856, 0.4869, -0.3150], [-1.7788, -0.5515, -0.0942], [-0.3848, -0.5657, 0.3437], [0.2837, 0.5919, 0.3703], [1.6524, 0.5256, -0.1361], [2.4803, -0.4656, -0.2073], [-2.1061, -1.5772, 0.1277], [-0.2758, 1.4158, 0.8431], [2.0786, 1.5867, -0.1739]]
}

{
  "formula": "C9H14",
  "method": "the ωB97M-V functional and the def2-TZVPD basis",
  "orbital_gap_ev": 10.12,
  "lumo_energy_ev": 1.04,
  "smiles": "Cc1ccccc1.CC",
  "de_lowest_kj_mol": 36.95,
  "symbols": ["C", "C", "C", "C", "C", "C", "C", "H", "H", "H", "H", "H", "H", "H", "H", "C", "C", "H", "H", "H", "H", "H", "H"],
  "xyz": [[2.3256, 1.1094, 0.5983], [1.0565, 0.8628, -0.1716], [-0.1597, 1.3916, 0.2231], [-1.3206, 1.0381, -0.4553], [-1.2681, 0.1719, -1.5328], [-0.0343, -0.2254, -2.0399], [1.1168, 0.0948, -1.3439], [2.6739, 0.1668, 1.0307], [2.1082, 1.7383, 1.4580], [3.1119, 1.5338, -0.0213], [-0.2424, 1.9848, 1.1259], [-2.2978, 1.3161, -0.0860], [-2.1558, -0.0397, -2.1156], [0.0531, -0.7769, -2.9652], [2.1130, -0.1523, -1.6911], [-0.8362, -1.9642, 1.0045], [-0.8458, -1.5300, 2.4762], [-1.8519, -2.1578, 0.6772], [-0.3302, -1.2723, 0.3456], [-0.2116, -2.8454, 0.8586], [-0.3171, -2.2848, 3.0696], [-1.8441, -1.5312, 2.9134], [-0.3427, -0.5928, 2.7001]]
}

{
  "formula": "C7H14O2P",
  "method": "the ωB97M-V functional and the def2-TZVPD basis",
  "orbital_gap_ev": 8.01,
  "lumo_energy_ev": 3.56,
  "total_charge": -1,
  "de_lowest_kj_mol": 110.63,
  "symbols": ["C", "C", "C", "C", "C", "C", "C", "O", "O", "P", "H", "H", "H", "H", "H", "H", "H", "H", "H", "H", "H", "H", "H", "H"],
  "xyz": [[-1.7314, -0.2659, -0.0082], [-1.1294, -1.6891, 0.1508], [-0.8243, 0.7580, 0.9883], [0.3682, -1.7770, -0.1614], [0.6668, 1.0957, 0.5643], [1.5509, -0.1221, 0.6929], [0.6585, 1.7794, -0.8109], [3.8381, -1.4798, 0.1373], [3.7719, 1.1156, 0.1543], [3.1076, -0.2272, -0.0961], [-1.5497, 0.0180, -1.0900], [-2.8227, -0.2111, 0.2193], [-1.2102, -2.0931, 1.1032], [-1.7329, -2.3987, -0.5322], [-1.3190, 1.6952, 1.1295], [-0.8791, 0.1243, 1.8496], [0.8142, -2.7012, 0.1423], [0.6033, -1.5697, -1.1928], [1.1464, 1.8034, 1.2856], [1.5666, -0.4080, 1.7286], [0.2565, 1.4008, -1.7346], [1.7735, 1.9630, -1.0658], [0.3812, 2.8881, -0.7482], [2.6081, -0.1248, -1.3348]]
}

{
  "formula": "C3H7O",
  "method": "the ωB97M-V functional and the def2-TZVPD basis",
  "orbital_gap_ev": 6.39,
  "lumo_energy_ev": 4.46,
  "total_charge": -1,
  "smiles": "CCC[O-]",
  "de_lowest_kj_mol": 61.62,
  "symbols": ["C", "C", "C", "O", "H", "H", "H", "H", "H", "H", "H"],
  "xyz": [[0.6103, -0.5139, 1.0694], [0.0190, 0.5625, 0.1396], [-0.5482, 0.0868, -1.2314], [-1.0614, 1.1065, -1.9373], [0.0951, -1.4689, 0.8355], [1.6886, -0.6134, 1.0819], [0.2389, -0.4555, 2.1010], [0.8173, 1.2734, -0.1130], [-0.7405, 1.1100, 0.6976], [-1.3957, -0.6069, -0.9141], [0.2766, -0.4806, -1.7292]]
}

{
  "formula": "C2H11NO2",
  "method": "the ωB97M-V functional and the def2-TZVPD basis",
  "orbital_gap_ev": 10.09,
  "lumo_energy_ev": 0.59,
  "de_lowest_kj_mol": 182.17,
  "symbols": ["H", "O", "N", "H", "H", "C", "H", "H", "H", "C", "H", "H", "H", "O", "H", "H"],
  "xyz": [[1.4745, -0.6938, 0.2129], [2.4808, -0.0582, 0.8260], [0.2009, -1.0347, 0.0523], [2.1049, -0.0441, 1.7496], [0.1312, -1.8673, -0.5912], [-0.6787, 0.0580, -0.2010], [-0.1293, 0.7500, -0.9847], [-0.8410, 0.6998, 0.6525], [-0.0237, -1.5312, 0.8569], [-1.9800, -0.4801, -0.9297], [-2.5586, 0.4473, -1.1989], [-1.6613, -1.1382, -1.7444], [-2.4970, -1.1591, -0.2574], [0.9578, 2.0470, 0.3527], [1.5252, 1.2749, 0.4830], [1.4941, 2.7295, 0.7212]]
}